(1)
Molecular formula: C6H24FN12O6
Method: DFT, ωB97M-V/def2-TZVPD

Summary:
HOMO energy	-0.2408	hartree
multiplicity	1
total charge	-1

Positions of all 49 atoms, in Å:
F1 -30.22602 1.67588 -27.86095
C1 -27.13896 0.78007 -30.23377
O1 -26.30172 1.29377 -29.58302
N1 -28.44138 0.88429 -30.06950
N2 -26.94549 -0.08629 -31.22579
H1 -28.69759 1.45070 -29.27348
H2 -29.12647 0.25245 -30.45875
H3 -27.73778 -0.64044 -31.51783
H4 -25.98987 -0.25397 -31.50646
C2 -28.68262 -0.36469 -25.55028
O2 -28.18163 -1.11647 -24.76493
N3 -28.05857 0.13018 -26.57805
N4 -29.96413 -0.01754 -25.64932
H5 -27.05684 0.01840 -26.64251
H6 -28.52845 0.77368 -27.19872
H7 -30.21190 0.40783 -26.53123
H8 -30.48372 0.05714 -24.78644
C3 -29.60731 5.23589 -29.05167
O3 -29.42938 6.25298 -29.74160
N5 -29.91968 5.39831 -27.74329
N6 -29.59985 4.00106 -29.45057
H9 -30.10009 4.57174 -27.19163
H10 -30.06237 6.36275 -27.47948
H11 -29.57611 3.27373 -28.75020
H12 -29.38415 3.72584 -30.39811
C4 -32.67843 3.17799 -30.25550
O4 -33.45020 3.04598 -29.29130
N7 -32.59821 4.19552 -31.04420
N8 -31.95923 2.27287 -30.70973
H13 -31.81927 4.13449 -31.68422
H14 -33.08033 5.06070 -30.84640
H15 -31.77635 1.52664 -30.05414
H16 -31.39963 2.38759 -31.54266
C5 -31.34299 3.83520 -25.21320
O5 -31.41915 4.77151 -24.48236
N9 -31.93515 3.59046 -26.36653
N10 -30.36014 2.93538 -24.92022
H17 -32.55367 4.23206 -26.84180
H18 -31.51482 2.76174 -26.76231
H19 -30.06924 2.28628 -25.63727
H20 -29.50064 3.15968 -24.43956
C6 -33.15791 -0.83893 -29.10981
O6 -32.62542 -0.59472 -30.18340
N11 -34.16768 -1.65470 -28.96975
N12 -32.68530 -0.28738 -28.06076
H21 -34.38944 -1.83207 -28.00050
H22 -34.62871 -2.08773 -29.75717
H23 -33.20527 -0.33136 -27.19601
H24 -32.07432 0.44673 -28.38923

Results of the natural (NBO) charge analysis, in e, for atoms 1 through 2:
1 F -0.906
2 C 0.761

(2)
Molecular formula: C6H24FN12O6
Method: DFT, ωB97M-V/def2-TZVPD

Summary:
HOMO energy (spin up / spin down)	-0.3414 / -0.3414	hartree
multiplicity	2
⟨S²⟩	0.7564
total charge	0

Positions of all 49 atoms, in Å:
F1 -19.54820 -7.13703 -14.04444
C1 -21.36862 -8.58536 -16.56338
O1 -22.04286 -9.25567 -17.34805
N1 -21.12470 -7.30798 -16.64688
N2 -20.73854 -9.09383 -15.57118
H1 -21.36313 -6.79178 -17.48163
H2 -20.48127 -6.96088 -15.95002
H3 -20.25408 -8.57872 -14.85002
H4 -20.78716 -10.10105 -15.51428
C2 -17.02463 -9.89185 -12.01959
O2 -17.00817 -10.50062 -10.97320
N3 -17.97579 -9.50767 -12.77376
N4 -15.81156 -9.47357 -12.34711
H5 -18.90905 -9.77347 -12.49361
H6 -17.89957 -9.13863 -13.71083
H7 -14.97120 -9.78762 -11.88315
H8 -15.79892 -8.76258 -13.06435
C3 -20.15665 -3.16183 -15.81078
O3 -21.21895 -3.42777 -16.13950
N5 -19.37052 -3.73909 -14.97464
N6 -19.55647 -2.10882 -16.39474
H9 -19.65504 -4.56557 -14.46858
H10 -18.51012 -3.23597 -14.81139
H11 -18.68408 -1.76103 -16.02315
H12 -20.08613 -1.69148 -17.14666
C4 -18.14680 -5.55304 -11.45066
O4 -17.62215 -4.68263 -10.72617
N7 -19.35770 -5.33034 -11.85330
N8 -17.63002 -6.69652 -11.76623
H13 -19.87007 -4.47004 -11.72110
H14 -19.81467 -6.05584 -12.38708
H15 -16.67286 -6.75450 -11.44906
H16 -18.00158 -7.30780 -12.47924
C5 -22.79672 -6.30479 -12.42235
O5 -23.83687 -5.83333 -12.08506
N9 -22.13920 -7.10980 -11.67027
N10 -22.04588 -5.88866 -13.43768
H17 -21.20941 -7.40009 -11.93734
H18 -22.47670 -7.47533 -10.79131
H19 -21.17137 -6.31682 -13.70602
H20 -22.46635 -5.20117 -14.04650
C6 -16.45475 -7.23622 -15.28711
O6 -15.24864 -7.46671 -15.28668
N11 -17.06575 -6.19604 -14.98243
N12 -17.37730 -8.12624 -15.53685
H21 -18.03417 -6.23916 -14.69886
H22 -16.47792 -5.38016 -14.88810
H23 -18.33842 -7.89684 -15.32771
H24 -16.99254 -8.99341 -15.88335

Results of the natural (NBO) charge analysis, in e, for atoms 1 through 2:
1 F -0.878
2 C 0.746

(3)
Molecular formula: C6H24FN12O6Zn
Method: DFT, ωB97M-V/def2-TZVPD

Summary:
HOMO energy	-0.4023	hartree
multiplicity	1
total charge	+1

Positions of all 50 atoms, in Å:
Zn1 0.05880 -0.13223 -0.37316
F1 0.47384 1.14931 -1.75114
C1 -1.95894 1.13449 1.87514
O1 -1.38257 0.81700 0.83944
N1 -1.83450 0.41083 3.03287
N2 -2.85450 2.14869 1.92282
H1 -2.21691 0.72842 3.90283
H2 -1.34762 -0.46505 3.04371
H3 -3.24995 2.44592 2.79348
H4 -2.81773 2.73997 1.08320
C2 -2.15276 -1.45966 -2.32551
O2 -1.53612 -0.88720 -1.43705
N3 -2.31437 -2.82208 -2.32788
N4 -2.61305 -0.84692 -3.45334
H5 -2.09014 -3.37378 -1.52467
H6 -2.77069 -3.25646 -3.10876
H7 -3.31194 -1.31275 -3.99900
H8 -2.39194 0.12662 -3.56885
C3 2.01587 -2.25152 -1.91721
O3 1.41848 -1.44002 -1.21652
N5 1.73071 -3.58930 -1.85090
N6 2.98491 -1.90019 -2.80076
H9 2.17581 -4.22430 -2.48400
H10 1.11642 -3.85872 -1.10675
H11 3.62446 -2.51770 -3.26004
H12 3.11014 -0.90558 -2.89032
C4 -0.35030 -2.52259 1.91938
O4 -0.07748 -1.58949 1.17396
N7 -1.57740 -2.70827 2.48006
N8 0.60006 -3.45308 2.23477
H13 -2.36360 -2.17685 2.15295
H14 -1.67822 -3.47031 3.12401
H15 1.55310 -3.33913 1.94915
H16 0.37446 -4.14263 2.92974
C5 2.54159 1.06130 1.20862
O5 1.38656 0.76718 0.90377
N9 2.97301 1.06211 2.49645
N10 3.45735 1.32522 0.24211
H17 2.31782 0.84504 3.22453
H18 3.87379 1.39043 2.79030
H19 3.08877 1.28905 -0.69467
H20 4.38968 1.60902 0.47186
C6 -0.77660 4.45772 -0.78059
O6 -1.87475 3.93017 -0.92423
N11 0.39819 3.77386 -0.75971
N12 -0.63697 5.82438 -0.64979
H21 0.43378 2.75970 -0.91904
H22 1.24899 4.29838 -0.69844
H23 -1.45513 6.36192 -0.44082
H24 0.28761 6.18907 -0.53199

Results of the natural (NBO) charge analysis, in e, for atoms 1 through 2:
1 Zn 1.779
2 F -0.903

(4)
Molecular formula: C6H24N12NaO6
Method: DFT, ωB97M-V/def2-TZVPD

Summary:
HOMO energy	-0.4300	hartree
multiplicity	1
total charge	+1

Positions of all 49 atoms, in Å:
Na1 0.19208 -0.43183 0.14939
C1 1.87508 -2.58268 -1.65845
O1 0.79445 -2.40335 -1.10721
N1 2.87075 -1.65405 -1.76026
N2 2.22339 -3.77982 -2.21983
H1 3.71757 -1.97189 -2.19556
H2 2.68843 -0.68909 -1.51657
H3 3.10185 -3.88268 -2.69361
H4 1.48073 -4.41720 -2.43976
C2 -0.84383 2.78183 1.52800
O2 -0.10610 1.87122 1.19158
N3 -0.50089 3.73376 2.44248
N4 -2.11535 2.90909 1.04691
H5 0.47649 3.76156 2.67069
H6 -1.12014 4.49279 2.65302
H7 -2.44696 2.24260 0.37262
H8 -2.73958 3.60706 1.40735
C3 3.17553 0.22922 1.76730
O3 2.33894 -0.66376 1.68937
N5 4.50380 -0.07512 1.87272
N6 2.86239 1.55008 1.76157
H9 4.73312 -1.03434 1.68912
H10 5.21553 0.63016 1.85980
H11 3.58804 2.23749 1.81609
H12 1.89082 1.75159 1.56391
C4 -1.91815 -1.14702 2.51902
O4 -0.72324 -1.13166 2.29251
N7 -2.62556 -2.30189 2.71200
N8 -2.66031 -0.02581 2.80542
H13 -3.55261 -2.25459 3.09148
H14 -2.18572 -3.19833 2.62588
H15 -2.31133 0.88724 2.57589
H16 -3.66244 -0.08980 2.85771
C5 0.92686 1.56861 -2.35391
O5 1.54247 1.08641 -1.40311
N9 -0.41638 1.54134 -2.55209
N10 1.57503 2.26409 -3.32891
H17 -0.70613 2.21576 -3.24042
H18 -1.03455 0.93027 -2.03037
H19 1.04201 2.60796 -4.10932
H20 2.57197 2.34370 -3.37614
C6 -2.63192 -1.31388 -1.20952
O6 -1.86927 -0.42365 -0.82864
N11 -3.78909 -1.60231 -0.56105
N12 -2.37213 -2.11523 -2.26697
H21 -4.10758 -0.90496 0.08676
H22 -4.40857 -2.32932 -0.86599
H23 -1.47297 -2.07156 -2.71321
H24 -3.06655 -2.74804 -2.61770

Results of the natural (NBO) charge analysis, in e, for atoms 1 through 2:
1 Na 0.910
2 C 0.790

(5)
Molecular formula: C6H24N8O14P
Method: DFT, ωB97M-V/def2-TZVPD

Summary:
HOMO energy	-0.4838	hartree
multiplicity	1
total charge	+1

Positions of all 53 atoms, in Å:
N1 -0.62501 1.21992 -0.21154
P1 0.61124 0.17159 -0.23857
N2 2.10991 1.00490 -0.76590
O1 0.26770 -1.28143 -1.19692
O2 0.89691 -0.39463 1.39283
H1 -0.22456 2.13717 -0.56264
H2 2.11631 1.33488 -1.76013
H3 2.96942 0.41497 -0.53700
H4 2.20804 1.85460 -0.12074
H5 -0.30922 -1.83168 -0.55125
H6 1.57508 0.23136 1.82232
C1 3.52843 5.19462 1.51747
N3 3.38096 4.03266 0.60000
O3 4.37321 3.70325 -0.06022
O4 2.27327 3.48411 0.56842
H7 4.54890 5.57639 1.44286
H8 2.80870 5.95428 1.20545
H9 3.32125 4.84317 2.53028
C2 -0.24121 -2.76417 -3.61338
N4 -0.38868 -3.92613 -4.53085
O5 0.60357 -4.25554 -5.19107
O6 -1.49637 -4.47467 -4.56244
H10 0.77926 -2.38239 -3.68799
H11 -0.96094 -2.00450 -3.92541
H12 -0.44839 -3.11562 -2.60057
C3 -2.67270 3.55735 1.01414
N5 -2.16892 4.92625 0.72091
O7 -1.08064 5.24636 1.21300
O8 -2.88020 5.64081 0.00513
H13 -1.94949 3.04366 1.65115
H14 -3.63168 3.66173 1.52591
H15 -2.78552 3.03656 0.06111
C4 -2.50857 -0.66430 2.12346
N6 -2.65604 -1.82626 1.20598
O9 -1.66379 -2.15566 0.54576
O10 -3.76373 -2.37480 1.17440
H16 -1.48810 -0.28252 2.04884
H17 -3.22830 0.09537 1.81143
H18 -2.71575 -1.01575 3.13626
C5 -4.25556 -2.55844 6.07324
N7 -3.97975 -1.29542 5.33678
O11 -4.87065 -0.86731 4.59381
O12 -2.87669 -0.76949 5.52522
H19 -5.25713 -2.90756 5.81314
H20 -3.50192 -3.28811 5.76984
H21 -4.18885 -2.33876 7.14072
C6 4.01643 -3.56739 -5.35275
N8 4.77767 -2.46976 -4.69748
O13 5.99189 -2.64013 -4.53747
O14 4.13480 -1.46819 -4.36215
H22 4.70481 -4.38067 -5.59231
H23 3.25194 -3.90383 -4.64930
H24 3.56861 -3.16082 -6.26179

Results of the natural (NBO) charge analysis, in e, for atoms 1 through 2:
1 N -1.239
2 P 2.165

(6)
Molecular formula: C6H24NO7
Method: DFT, ωB97M-V/def2-TZVPD

Summary:
HOMO energy	-0.4515	hartree
multiplicity	1
total charge	+1

Positions of all 38 atoms, in Å:
O1 -1.64330 -0.18705 3.11746
C1 -0.69791 -0.06971 2.37481
C2 -0.63261 -1.04183 1.15396
C3 0.15635 -0.49906 -0.01449
C4 1.58260 -0.21228 0.34141
C5 2.55063 -0.16888 -0.58620
C6 3.97912 0.10241 -0.25463
N1 -2.06076 -1.29319 0.75706
H1 0.16572 0.63619 2.54289
H2 -0.10929 -2.02554 1.57246
H3 0.15437 -1.21202 -0.90875
H4 -0.31109 0.44033 -0.44077
H5 1.83042 -0.04968 1.38329
H6 2.38885 -0.32859 -1.62595
H7 4.10956 0.43107 0.81270
H8 4.56447 -0.79422 -0.45200
H9 4.37318 0.91441 -0.85080
H10 -2.54454 -0.38751 0.55501
H11 -2.08973 -1.87082 -0.13719
H12 -2.60040 -1.72414 1.45497
H13 -0.45184 -0.89339 -4.00925
H14 -0.55361 0.22750 -3.05809
O2 -0.66515 -0.72925 -3.09326
H15 0.65640 2.54147 -0.13359
H16 -0.06141 3.84796 -0.32727
O3 -0.16160 2.87700 -0.39050
H17 -0.35538 2.24809 -1.94741
H18 -0.79087 2.53399 -3.51133
O4 -0.34778 1.92938 -2.88675
H19 -1.41752 2.06744 0.47940
H20 -2.53703 2.01279 1.58970
O5 -1.95872 1.45246 1.01999
H21 -2.94742 -2.67770 -2.28727
H22 -1.95193 -1.45184 -2.27442
O6 -2.64244 -1.93244 -1.74925
H23 1.75900 -1.68314 3.75843
H24 0.43004 -1.58880 4.42242
O7 0.83161 -1.44137 3.60317

Results of the natural (NBO) charge analysis, in e, for atoms 1 through 2:
1 O -0.590
2 C 0.488

Energy above the lowest of the compared OMol25 structures with the same formula, charge and spin for the records above, in order: 368.43 0.00 106.14 0.00 270.62 70.21 kJ/mol